No. 1
Entry from the OMol25 dataset: a structure of composition C22H25AsClCrN4O7 (wB97M-V/def2-TZVPD).

For the orbital gap (spin up / spin down), the calculation gives 6.81 / 6.73 eV. As for the total charge: -1. Its spin multiplicity is 5. As for the expectation value of S²: 6.0154.

Structure (XYZ):
```
61
Properties=species:S:1:pos:R:3:forces:R:3
Cr 0.259470 0.281517 -0.577028 0.0 0.4 -0.3
N 9.193706 -4.846505 -1.390385 0.0 0.0 0.0
C 8.203804 -4.271242 -1.282641 0.1 -0.1 0.0
C 6.967780 -3.551860 -1.153685 0.0 0.0 0.0
C 6.835806 -2.566149 -0.178269 0.0 0.0 0.0
C 5.644400 -1.871697 -0.067341 0.0 0.0 0.0
C 4.580336 -2.154176 -0.919063 0.0 0.0 0.0
C 4.718331 -3.148236 -1.884561 0.0 0.0 0.0
C 5.907135 -3.844606 -2.009794 0.0 0.0 0.1
C 3.297816 -1.406798 -0.793693 0.0 -0.1 0.0
C 3.319124 -0.070828 -1.151820 0.0 0.2 0.0
C 4.435994 0.681976 -1.632149 0.1 -0.1 0.0
C 4.005070 1.967761 -1.811899 -0.1 0.1 0.0
C 2.628106 1.979296 -1.454289 0.0 0.0 0.0
N 2.221574 0.783610 -1.071880 -0.2 -0.2 0.1
C 2.213364 -2.135562 -0.281050 0.0 0.1 0.0
C 2.261331 -3.440145 0.268755 0.0 -0.1 0.1
C 1.020754 -3.688763 0.820401 0.0 0.0 0.0
C 0.253367 -2.533929 0.580180 0.0 0.0 -0.1
N 0.945604 -1.614692 -0.087624 -0.1 0.3 0.1
H 7.661784 -2.349734 0.485378 0.0 0.0 0.0
H 5.526233 -1.103965 0.686257 0.0 0.0 0.0
H 3.885012 -3.369638 -2.538502 0.0 0.0 0.0
H 6.017635 -4.613526 -2.762043 0.0 0.0 0.0
H 5.426866 0.293496 -1.809862 0.0 0.0 0.0
H 4.573653 2.816532 -2.155765 0.0 0.0 0.0
H 1.933987 2.807745 -1.472704 0.0 0.0 0.0
H 3.124780 -4.087180 0.283782 0.0 0.0 0.0
H 0.694853 -4.570584 1.347958 0.0 0.0 0.0
H -0.759679 -2.333573 0.892520 0.0 0.0 0.0
C -2.973001 -3.171999 -0.956897 0.0 0.0 -0.1
C -3.277847 -1.901777 -0.173318 -0.1 0.1 0.0
As -2.325396 -0.320245 -0.845363 0.2 -0.1 0.2
C -3.341225 1.156965 -0.069087 0.0 0.0 0.0
C -4.835659 0.967321 0.147179 -0.1 0.0 0.0
C -2.796678 -0.355845 -2.744878 0.0 -0.1 0.0
C -4.277539 -0.339033 -3.098691 -0.1 0.0 0.0
H -3.478101 -4.034046 -0.515229 0.0 0.0 0.0
H -1.903960 -3.391774 -0.982850 0.0 0.0 0.0
H -3.315539 -3.091960 -1.990806 0.0 0.0 0.0
H -3.003017 -2.007407 0.878474 0.0 0.0 0.0
H -4.349639 -1.692709 -0.196161 0.0 0.0 0.0
H -3.125561 2.011990 -0.710774 -0.1 0.0 -0.1
H -2.839267 1.345347 0.877997 0.0 0.0 0.0
H -5.377270 0.746964 -0.775262 0.1 0.0 0.1
H -5.266300 1.877535 0.570316 0.0 0.0 0.0
H -5.039900 0.161074 0.854048 0.0 0.0 0.0
H -2.307892 -1.250860 -3.140036 0.0 0.0 0.0
H -2.283570 0.504467 -3.171393 0.0 0.0 0.0
H -4.845463 -1.099899 -2.556545 0.0 0.0 0.0
H -4.422732 -0.523588 -4.166066 0.0 0.0 0.0
H -4.720113 0.632133 -2.873729 0.0 0.0 0.0
O -0.050639 3.843154 -1.499688 -0.2 -0.1 0.1
N -0.836549 3.006534 -1.926586 0.2 0.1 -0.3
O -1.876359 3.296765 -2.518317 0.1 -0.1 0.3
O -0.546894 1.751921 -1.824304 0.0 -0.1 0.0
O -1.213473 0.044306 2.362630 -0.1 -0.1 0.0
Cl -0.223576 1.100323 2.365850 0.1 -0.1 -0.3
O 1.092064 0.518519 2.353216 0.1 0.0 0.1
O -0.408986 1.958336 3.488411 0.0 0.1 0.2
O -0.387921 1.878225 1.124419 0.1 -0.3 0.0
```
Positions in Å, forces in eV/Å.

No. 2
Entry from the OMol25 dataset: a structure of composition C22H25AsIN4S2Zn (wB97M-V/def2-TZVPD).

For the orbital gap, the calculation gives 7.38 eV. As for the total charge: +1.

Structure (XYZ):
```
56
Properties=species:S:1:pos:R:3:forces:R:3
Zn 1.165790 -0.920518 -0.156183 0.0 0.5 -0.2
C 5.139477 -0.537244 3.856053 0.0 0.0 0.0
S 4.886882 0.473560 2.388878 0.0 0.1 0.0
C 3.478328 -0.232578 1.672254 0.2 -0.2 0.1
S 2.997585 0.545914 0.198281 0.0 -0.1 0.1
N 2.945906 -1.276451 2.278516 -0.2 0.2 -0.4
N 1.874374 -1.765572 1.596873 0.0 0.0 0.2
C 1.208921 -2.729252 2.091108 -0.2 -0.3 -0.1
C 0.078025 -3.256929 1.295181 0.2 0.1 0.1
C -0.629242 -4.379641 1.691297 0.0 -0.1 0.1
C -1.643001 -4.854448 0.873915 0.0 -0.1 0.0
C -1.924621 -4.194964 -0.311404 0.0 0.0 0.0
C -1.177817 -3.074103 -0.630146 0.0 0.1 0.0
N -0.205804 -2.613168 0.152381 0.1 -0.1 0.0
H 5.967501 -0.066596 4.382947 0.0 0.0 0.0
H 5.402638 -1.557013 3.588969 0.0 0.0 0.0
H 4.251364 -0.535716 4.482282 0.0 0.0 0.0
H 1.473373 -3.168721 3.048844 0.0 0.0 0.0
H -0.378681 -4.872481 2.621515 0.0 0.0 0.0
H -2.205248 -5.734344 1.157772 0.0 0.0 0.0
H -2.702622 -4.537312 -0.978719 0.0 0.0 0.0
H -1.362266 -2.519230 -1.543685 0.0 0.0 0.0
C -1.375646 0.884772 1.984447 0.0 0.0 0.0
As -0.737117 0.790522 0.161285 0.1 -0.1 0.0
C -2.411954 0.588400 -0.790558 -0.1 0.0 0.0
C -0.211967 2.647905 -0.174802 0.0 0.1 0.0
C -1.311537 3.639101 0.062304 0.0 0.0 0.0
C -1.457566 4.247708 1.306483 0.0 0.0 0.0
C -2.490503 5.145452 1.538722 0.0 0.0 0.0
C -3.391115 5.448401 0.527647 0.0 0.0 0.0
C -3.249478 4.853582 -0.719619 0.0 0.0 0.0
C -2.216785 3.956086 -0.948240 0.0 0.0 0.0
H -2.129188 1.666099 2.064444 0.0 0.0 0.0
H -0.542844 1.105792 2.650181 0.0 0.0 0.0
H -1.808404 -0.075201 2.262085 0.0 0.0 0.0
H -3.100622 1.378343 -0.495954 0.0 0.0 0.0
H -2.836233 -0.381738 -0.533340 0.0 0.0 0.0
H -2.250963 0.631040 -1.867174 0.0 0.0 0.0
H 0.169060 2.704543 -1.195460 0.0 0.0 0.0
H 0.638312 2.809709 0.488962 0.0 0.0 0.0
H -0.748645 4.026787 2.096696 0.0 0.0 0.0
H -2.585034 5.616067 2.508614 0.0 0.0 0.0
H -4.191826 6.153705 0.705832 0.0 0.0 0.0
H -3.939586 5.095346 -1.517350 0.0 0.0 0.0
H -2.104783 3.506240 -1.929233 0.0 0.0 0.0
I 2.795551 -3.585722 -1.604659 0.0 0.0 0.0
C 1.887586 -2.190034 -2.852114 0.0 0.1 0.0
C 1.954093 -2.364523 -4.225899 0.0 0.0 0.0
C 1.408678 -1.385944 -5.036951 0.0 0.0 -0.1
C 0.829608 -0.267008 -4.457742 0.0 0.0 0.0
C 0.800243 -0.181416 -3.083613 0.0 -0.1 0.1
N 1.307888 -1.132036 -2.282246 -0.1 -0.2 -0.1
H 2.432512 -3.239129 -4.641051 0.0 0.0 0.0
H 1.447247 -1.491987 -6.113106 0.0 0.0 0.0
H 0.412720 0.528496 -5.058395 0.0 0.0 0.0
H 0.367452 0.677476 -2.587107 0.0 0.0 0.0
```
Positions in Å, forces in eV/Å.

No. 3
Entry from the OMol25 dataset: a structure of composition C22H25CaClN7S3 (wB97M-V/def2-TZVPD).

For the orbital gap, the calculation gives 6.60 eV. As for the total charge: -1.

Structure (XYZ):
```
59
Properties=species:S:1:pos:R:3:forces:R:3
Ca 0.303997 -0.388441 0.181230 0.2 -0.2 0.7
C -0.120430 -0.539968 5.163272 0.1 0.0 0.0
N -1.123230 0.106201 4.337983 0.0 -0.2 -0.1
C -1.246576 1.544027 4.547399 0.0 0.0 0.0
C -1.487763 -0.497728 3.154358 0.0 0.3 0.0
N -0.927680 -1.515705 2.612936 0.2 0.2 -0.1
N -2.614819 0.113126 2.587988 0.1 -0.2 0.3
C -2.970182 0.133967 1.253350 0.1 0.1 0.0
N -3.718543 1.269784 0.941409 -0.1 0.1 0.0
N -2.682469 -0.793390 0.430146 0.0 0.0 0.0
H -0.297614 -0.259596 6.201745 0.0 0.0 0.0
H 0.895532 -0.245734 4.875335 0.0 0.0 0.0
H -0.223314 -1.621074 5.085845 0.0 0.0 0.0
H -2.071919 1.786030 5.226381 0.0 0.0 0.0
H -1.356628 2.066183 3.597803 0.0 0.0 0.0
H -0.312803 1.916851 4.969219 0.0 0.0 0.0
H -0.021218 -1.638198 3.065207 -0.1 -0.1 -0.1
H -3.030488 0.830268 3.156621 0.0 0.0 -0.1
H -3.368824 2.112369 1.378869 0.0 0.0 -0.1
H -3.815744 1.394750 -0.058870 0.0 0.0 0.1
H -2.962411 -0.508258 -0.508591 0.0 -0.2 0.1
S 2.258567 2.337596 3.747418 -0.1 0.0 0.0
C 1.610060 1.384299 2.532089 0.0 -0.1 -0.2
S 0.371255 2.037395 1.450278 0.2 -0.1 0.2
S 2.165889 -0.255282 2.296121 -0.1 0.3 0.1
N -0.442640 -2.795734 -0.080228 0.0 0.1 0.0
C -0.051398 -3.305471 -1.330903 0.0 -0.1 0.1
C 0.779275 -4.426228 -1.330209 0.0 0.0 -0.1
C 1.264325 -4.969276 -2.506571 0.0 0.0 0.0
C 0.915182 -4.391719 -3.717380 0.0 -0.1 0.0
C 0.093391 -3.277747 -3.715889 0.0 0.0 -0.1
C -0.406178 -2.700886 -2.549769 0.0 0.0 0.0
C -1.250101 -1.473119 -2.669341 0.0 -0.2 0.1
C -2.263372 -1.491456 -3.631286 -0.1 0.0 0.0
C -3.028219 -0.361882 -3.869454 -0.1 0.0 -0.1
C -2.763861 0.792573 -3.144737 0.0 0.0 0.0
C -1.768229 0.775945 -2.173206 0.0 0.0 0.0
C -0.981626 -0.349750 -1.864971 -0.1 0.1 -0.7
H -0.310686 -3.441175 0.687617 0.0 0.1 -0.1
H -1.359402 -2.356272 0.006784 -0.1 0.0 -0.1
H 1.040627 -4.875165 -0.378170 0.0 0.0 0.0
H 1.909182 -5.837316 -2.470850 0.0 0.0 0.0
H 1.290555 -4.791186 -4.649825 0.0 0.0 0.0
H -0.159622 -2.800826 -4.655185 0.0 0.0 0.0
H -2.463184 -2.399467 -4.191534 0.0 0.0 0.0
H -3.814986 -0.379233 -4.614605 0.0 0.0 0.0
H -3.332371 1.696146 -3.337990 0.0 0.0 0.0
H -1.608559 1.697416 -1.613606 0.0 0.1 0.0
Cl 5.925264 -1.915591 0.448757 0.0 0.1 0.0
C 4.853219 -0.623809 -0.007024 0.0 0.0 0.0
C 5.140687 0.687821 0.325717 0.0 -0.1 -0.1
C 4.241812 1.663860 -0.065254 0.0 0.0 0.0
C 3.105476 1.286685 -0.765135 0.0 0.1 0.1
N 2.817726 0.018039 -1.042971 -0.4 -0.1 0.0
C 3.672378 -0.922700 -0.663491 0.2 -0.1 0.0
H 6.030097 0.927881 0.890799 0.0 0.0 0.0
H 4.399811 2.701560 0.191940 0.0 0.0 0.0
H 2.373545 2.024239 -1.070382 0.0 0.0 0.0
H 3.410636 -1.955127 -0.868690 0.0 0.0 0.0
```
Positions in Å, forces in eV/Å.

No. 4
Entry from the OMol25 dataset: a structure of composition C22H25CaIN5O5 (wB97M-V/def2-TZVPD).

For the orbital gap (spin up / spin down), the calculation gives 3.64 / 3.64 eV. As for the total charge: -1.

Structure (XYZ):
```
59
Properties=species:S:1:pos:R:3:forces:R:3
Ca -1.792091 0.381443 -2.114568 0.2 -0.4 -0.4
O 5.005003 1.174405 0.545116 0.0 0.0 0.0
C 4.620981 1.264250 -0.819654 0.0 0.0 0.0
C 3.135138 1.442102 -0.932084 0.0 0.0 0.0
C 2.586606 2.047172 -2.066695 0.0 0.0 0.1
C 1.219426 2.046986 -2.201453 -0.1 0.1 -0.1
N 0.381144 1.521280 -1.302623 0.0 -0.1 0.0
C 0.901962 0.985630 -0.195176 0.0 -0.1 0.1
C 2.281752 0.920667 0.016368 0.0 0.2 -0.1
C -0.058632 0.433796 0.787579 -0.1 -0.2 0.1
C 0.343685 0.064647 2.068849 0.2 -0.1 -0.1
C -0.565860 -0.504433 2.934622 0.0 0.0 0.0
C -0.156502 -1.033461 4.277516 0.0 0.0 0.0
O 1.108596 -0.510939 4.653265 0.0 0.1 0.0
C -1.883250 -0.633511 2.513103 0.0 0.0 0.1
C -2.216011 -0.194770 1.248583 0.0 0.0 -0.1
N -1.341279 0.320013 0.390758 -0.1 0.4 0.0
H 5.875021 0.770433 0.590255 0.0 0.0 0.0
H 4.883659 0.343680 -1.355018 0.0 0.0 0.0
H 5.130753 2.099972 -1.312945 0.0 0.0 0.0
H 3.214976 2.464224 -2.843752 0.0 0.0 0.0
H 0.754807 2.473507 -3.085091 0.0 0.0 0.0
H 2.690643 0.430520 0.885116 0.0 0.0 0.0
H 1.365949 0.183975 2.388777 0.0 0.0 0.0
H -0.120247 -2.126067 4.201145 0.0 0.0 0.0
H -0.918055 -0.768189 5.021300 0.0 0.0 0.0
H 1.455085 -1.045713 5.371215 0.0 0.0 0.0
H -2.639817 -1.074634 3.150447 0.0 0.0 0.0
H -3.236134 -0.288069 0.891510 0.0 0.0 0.0
N -1.754766 4.379740 -0.639849 0.0 0.1 0.0
C -2.484667 3.375459 -1.163962 0.0 0.0 0.0
O -2.245620 2.896790 -2.263132 0.1 0.0 0.2
C -3.589496 2.812507 -0.296665 0.0 0.0 0.0
I -5.077028 4.280616 0.156931 0.0 0.0 0.0
H -1.003111 4.758155 -1.189627 0.0 0.0 0.0
H -2.029777 4.839150 0.209475 0.0 0.0 0.0
H -3.198734 2.471573 0.658291 0.0 0.0 0.0
H -4.089229 2.005860 -0.827961 0.0 0.0 0.0
O -4.224931 0.180895 -2.166264 0.0 0.0 0.0
N -4.366358 0.201341 -3.425910 0.0 0.1 0.1
O -3.321262 0.441524 -4.053842 -0.1 -0.1 0.0
C -2.315807 -2.980198 -0.357537 0.0 0.0 0.0
C -0.850976 -2.786681 -0.115480 0.0 -0.1 -0.1
C -0.246338 -3.276064 1.016008 0.1 0.0 0.0
C 1.140100 -3.181582 1.234687 0.0 0.1 0.0
C 1.912999 -2.633736 0.206278 0.0 0.0 0.0
C 1.358699 -2.129236 -0.954553 0.0 0.0 0.0
C 2.213546 -1.647385 -2.084628 0.1 -0.2 0.0
C -0.089718 -2.086119 -1.169343 -0.1 0.0 0.1
N -0.652582 -1.465256 -2.161677 -0.1 0.1 0.2
H -2.794507 -3.486526 0.486852 0.0 0.0 0.0
H -2.476341 -3.566524 -1.268155 0.0 0.0 0.0
H -2.842377 -2.040698 -0.550714 0.0 0.0 0.0
H -0.868881 -3.766843 1.765774 0.0 0.0 0.0
H 1.599378 -3.587921 2.128646 0.0 0.0 0.0
H 2.998933 -2.623616 0.308666 0.0 0.0 0.0
H 3.274335 -1.849996 -1.894292 0.0 0.0 0.0
H 2.085616 -0.585298 -2.279430 0.0 0.1 0.0
H 1.911570 -2.138872 -3.015059 0.0 0.0 0.0
```
Positions in Å, forces in eV/Å.

Record-wise M values, in Da: 619.834, 676.820, 559.223, 606.454